# 1
{
  "formula": "C4H5NO",
  "method": "wB97M-V/def2-TZVPD",
  "elements": ["N", "C", "C", "C", "C", "O", "H", "H", "H", "H", "H"],
  "positions_angstrom": [[2.65217, 0.17887, -1.11041], [1.79173, 0.25365, -0.34140], [0.71311, 0.31182, 0.65009], [-0.47888, -0.57228, 0.27184], [-1.41812, 0.10382, -0.70156], [-1.25162, 1.21844, -1.13199], [1.12759, 0.00442, 1.61477], [0.38419, 1.35206, 0.73657], [-0.15213, -1.52555, -0.16283], [-1.06025, -0.83300, 1.16604], [-2.30779, -0.49225, -0.99112]],
  "nbo_charge": [-0.319, 0.285, -0.517, -0.503, 0.441, -0.509, 0.253, 0.269, 0.245, 0.239, 0.117],
  "smiles": "N#CCCC=O",
  "relative_energy_kj_mol": 60.7,
  "lumo_energy_ev": 0.68,
  "e_homo_ev": -10.50
}

***

# 2
{
  "formula": "C44H61InNOS2",
  "method": "wB97M-V/def2-TZVPD",
  "elements": ["C", "C", "C", "C", "C", "In", "S", "C", "C", "C", "C", "N", "C", "C", "O", "C", "S", "C", "C", "H", "H", "H", "H", "H", "H", "H", "H", "H", "H", "H", "H", "H", "H", "H", "H", "H", "H", "H", "H", "H", "H", "H", "H", "H", "H", "H", "H", "H", "H", "H", "C", "C", "C", "C", "C", "C", "H", "H", "H", "H", "H", "H", "C", "C", "C", "C", "C", "C", "H", "H", "H", "H", "H", "H", "C", "C", "C", "C", "C", "C", "H", "H", "H", "H", "H", "H", "C", "C", "C", "C", "C", "C", "H", "H", "H", "H", "H", "H", "C", "C", "C", "C", "C", "C", "H", "H", "H", "H", "H", "H"],
  "positions_angstrom": [[2.27765, -5.16309, -1.65942], [1.96317, -5.13021, -3.15593], [1.67531, -3.69378, -3.63591], [2.91620, -2.95933, -4.18513], [2.90566, -2.89572, -5.71056], [3.08334, -0.97791, -3.21633], [5.12320, 0.13767, -4.22748], [1.37572, 0.35849, -3.57003], [0.13026, -0.27783, -4.21098], [-0.91693, -0.66019, -3.15484], [-1.73671, -1.90502, -3.47596], [-2.88430, -1.67340, -4.40051], [-4.15266, -1.59493, -3.82191], [-4.42150, -0.39375, -2.94046], [-5.02091, -2.41285, -4.04843], [3.54914, -1.39244, -1.07300], [2.90035, -0.22122, 0.15110], [1.86181, -1.31258, 1.14592], [0.66603, -1.90056, 0.38987], [1.57355, -4.54994, -1.09317], [2.22695, -6.18376, -1.27159], [3.29122, -4.80081, -1.47443], [2.82473, -5.51577, -3.70777], [1.10620, -5.77931, -3.36056], [1.24403, -3.15743, -2.77809], [0.89509, -3.70290, -4.40558], [3.81641, -3.49610, -3.86286], [2.09476, -2.25506, -6.07338], [3.83945, -2.47944, -6.09700], [2.75709, -3.88063, -6.18117], [5.74404, 0.51523, -3.10330], [1.08302, 0.84066, -2.63085], [1.76401, 1.15986, -4.20411], [0.37850, -1.17262, -4.79425], [-0.32852, 0.41468, -4.92573], [-1.60128, 0.17828, -3.01427], [-0.42207, -0.80861, -2.19087], [-2.09430, -2.38528, -2.55901], [-1.09399, -2.62157, -3.98644], [-2.94850, -2.42519, -5.07826], [-3.59170, 0.30314, -2.91513], [-5.30710, 0.10550, -3.33218], [-4.65548, -0.72872, -1.92864], [3.15427, -2.38357, -0.83279], [4.63345, -1.44456, -0.95161], [1.53213, -0.70132, 1.98942], [2.48380, -2.11385, 1.55393], [-0.22820, -1.29312, 0.53811], [0.46351, -2.93121, 0.68714], [0.87190, -1.90422, -0.68158], [-2.62605, 1.08566, 4.57431], [-1.44892, 1.23433, 3.85322], [-1.43983, 0.99980, 2.48525], [-2.60683, 0.61827, 1.83717], [-3.78416, 0.47041, 2.55757], [-3.79285, 0.70360, 3.92614], [-2.63323, 1.26385, 5.64298], [-0.53716, 1.53012, 4.35639], [-0.52200, 1.11003, 1.92071], [-2.59486, 0.43532, 0.77005], [-4.69459, 0.17308, 2.05240], [-4.70968, 0.58209, 4.49016], [5.16896, 4.52874, -8.26436], [4.51940, 4.03404, -9.38754], [3.98481, 2.75260, -9.36687], [4.09896, 1.97074, -8.22514], [4.74742, 2.46131, -7.09894], [5.28171, 3.74295, -7.12514], [5.58634, 5.52839, -8.27786], [4.42853, 4.64646, -10.27644], [3.47824, 2.36393, -10.24195], [3.68012, 0.97212, -8.20669], [4.83382, 1.84866, -6.20878], [5.78792, 4.12757, -6.24837], [-7.05557, 2.38870, 5.45567], [-5.98201, 2.74109, 6.26183], [-6.20447, 3.21540, 7.54718], [-7.50076, 3.33498, 8.02887], [-8.57476, 2.97966, 7.22369], [-8.35234, 2.50787, 5.93712], [-6.88027, 2.02363, 4.45139], [-4.97046, 2.64937, 5.88556], [-5.36529, 3.49685, 8.17051], [-7.67355, 3.70627, 9.03118], [-9.58628, 3.07139, 7.59870], [-9.19006, 2.23436, 5.30835], [-2.06554, 6.62064, 7.84372], [-2.42129, 7.42050, 8.92108], [-3.76125, 7.63567, 9.21373], [-4.74556, 7.04916, 8.42996], [-4.38976, 6.24923, 7.35269], [-3.04989, 6.03556, 7.05878], [-1.02080, 6.45360, 7.61474], [-1.65346, 7.87621, 9.53330], [-4.03813, 8.26129, 10.05292], [-5.79121, 7.21343, 8.65827], [-5.15663, 5.78945, 6.74291], [-2.77342, 5.41274, 6.21725], [5.36160, -6.05392, 2.87738], [4.68713, -4.91276, 2.46400], [4.92673, -4.38185, 1.20423], [5.83827, -4.99388, 0.35624], [6.51228, -6.13546, 0.76772], [6.27518, -6.66510, 2.02925], [5.17445, -6.46779, 3.86052], [3.97229, -4.43585, 3.12310], [4.40448, -3.49045, 0.87868], [6.01920, -4.57897, -0.62754], [7.22154, -6.61358, 0.10381], [6.80169, -7.55516, 2.35092]],
  "lowdin_charge": [-0.107, -0.254, -0.272, -0.434, -0.172, 0.524, 0.221, -0.280, -0.295, -0.202, -0.176, 0.048, -0.540, 0.000, 0.050, -0.611, 0.730, -0.575, -0.155, 0.058, 0.067, 0.057, 0.102, 0.095, 0.071, 0.090, 0.069, 0.054, 0.056, 0.065, -0.305, 0.025, 0.021, 0.074, 0.099, 0.091, 0.087, 0.120, 0.098, 0.120, 0.055, 0.084, 0.083, -0.033, -0.018, 0.046, 0.047, 0.052, 0.068, 0.029, -0.105, -0.091, -0.089, -0.091, -0.093, -0.108, 0.097, 0.101, 0.102, 0.099, 0.099, 0.086, -0.112, -0.117, -0.109, -0.088, -0.089, -0.093, 0.092, 0.091, 0.093, 0.102, 0.006, 0.100, -0.093, -0.094, -0.106, -0.096, -0.100, -0.096, 0.098, 0.087, 0.099, 0.099, 0.098, 0.100, -0.096, -0.101, -0.101, -0.096, -0.105, -0.091, 0.100, 0.098, 0.098, 0.100, 0.093, 0.102, -0.106, -0.092, -0.084, -0.089, -0.099, -0.108, 0.095, 0.098, 0.081, 0.106, 0.097, 0.094],
  "total_charge": -1,
  "lumo_energy_ev": 1.89,
  "e_homo_ev": -4.55
}

***

# 3
{
  "formula": "H5NO3Si",
  "method": "wB97M-V/def2-TZVPD",
  "elements": ["N", "Si", "O", "O", "O", "H", "H", "H", "H", "H"],
  "positions_angstrom": [[0.20371, 0.23217, 1.23050], [0.00584, -0.13524, -0.44670], [1.37899, -0.75389, -1.03791], [-0.48187, 1.06910, -1.45029], [-1.16922, -1.23484, -0.50552], [1.06709, 0.61905, 1.41127], [-0.01733, -0.34811, 2.03701], [1.66753, -0.31726, -1.90965], [-1.43789, 1.13790, -1.22779], [-0.90645, -2.22742, -0.59798]],
  "nbo_charge": [-1.319, 2.340, -1.111, -1.079, -1.135, 0.376, 0.405, 0.510, 0.495, 0.518],
  "smiles": "N[Si](O)(O)O",
  "relative_energy_kj_mol": 20.6,
  "lumo_energy_ev": 0.44,
  "e_homo_ev": -10.00
}

***

# 4
{
  "formula": "C17H16FeN7O4",
  "method": "wB97M-V/def2-TZVPD",
  "elements": ["Fe", "O", "C", "C", "C", "C", "C", "C", "C", "N", "N", "C", "O", "C", "C", "C", "C", "C", "C", "H", "H", "H", "H", "H", "H", "H", "H", "H", "H", "N", "N", "N", "C", "N", "N", "H", "H", "H", "C", "C", "O", "O", "H", "H", "H"],
  "positions_angstrom": [[-0.42331, 0.77136, 0.69936], [-2.06004, 0.16582, -0.37163], [-2.10843, -0.27515, -1.59384], [-3.16433, 0.11077, -2.45608], [-3.24388, -0.35001, -3.75121], [-2.28522, -1.23396, -4.26921], [-1.25669, -1.63525, -3.44373], [-1.14558, -1.17471, -2.12452], [-0.06715, -1.67195, -1.29144], [0.18582, -1.19365, -0.13992], [1.19404, -1.83149, 0.58365], [1.31915, -1.19595, 1.70759], [0.63346, -0.16475, 2.09204], [2.33163, -1.71047, 2.68672], [3.41336, -2.49035, 2.28442], [4.32571, -2.95687, 3.22030], [4.16396, -2.65627, 4.56922], [3.08756, -1.87908, 4.97347], [2.18072, -1.40335, 4.03365], [-3.89322, 0.80878, -2.06086], [-4.06476, -0.02428, -4.38155], [-2.34637, -1.58536, -5.29147], [-0.50423, -2.32852, -3.81224], [0.54061, -2.50542, -1.65549], [3.51918, -2.72001, 1.23249], [5.16623, -3.56038, 2.89756], [4.87668, -3.02180, 5.29899], [2.95294, -1.64196, 6.02262], [1.34584, -0.78225, 4.33052], [-0.04703, 3.91116, -1.36272], [0.71442, 2.76243, -1.53942], [1.04683, 2.30200, -2.70714], [1.82592, 1.27104, -2.36700], [1.97023, 1.14682, -1.04906], [1.23403, 2.11354, -0.52301], [-0.08802, 4.01532, -0.35164], [-1.01779, 3.65367, -1.61409], [2.27914, 0.61321, -3.08942], [-3.76993, 2.48854, 1.01252], [-2.55554, 2.78182, 0.16040], [-2.69623, 3.31581, -0.94127], [-1.41015, 2.51346, 0.70122], [-4.68298, 2.68384, 0.45466], [-3.74283, 3.11843, 1.90469], [-3.73374, 1.44543, 1.32185]],
  "nbo_charge": [1.557, -0.848, 0.390, -0.248, -0.204, -0.306, -0.155, -0.241, 0.136, -0.395, -0.438, 0.543, -0.856, -0.011, -0.205, -0.226, -0.230, -0.213, -0.214, 0.212, 0.196, 0.197, 0.193, 0.165, 0.232, 0.202, 0.200, 0.201, 0.233, -0.629, 0.183, -0.248, 0.094, -0.274, -0.157, 0.390, 0.426, 0.204, -0.726, 0.837, -0.712, -0.917, 0.212, 0.214, 0.237],
  "total_charge": -1,
  "relative_energy_kj_mol": 19.2,
  "lumo_energy_ev": [3.02, 3.02],
  "multiplicity": 5,
  "e_homo_ev": [-4.44, -4.60],
  "s_squared": 6.0112
}

***

Let's list energy in order: -7765.898, -77000.628, -15596.149, -70898.781 eV.